Record 1
Computed, not measured: one molecule with the formula C3H8N2O in a non-equilibrium geometry, with ωB97M-V with the def2-TZVPD basis set.

Calculated total energy ... -8265.7216 eV
SMILES string ... CN[C@@]1(C)NO1
HOMO level ... -8.8 eV
Net charge ... 0
Relative energy (zero: lowest compared OMol25 entry of this formula, charge and spin) ... 83.1 kcal/mol

Each line ends with the Löwdin charge.
Atoms and positions in Å:
O  -0.0902  -1.2401  -1.1477  0.02
N  -0.0562  -1.5939  0.4376  0.20
C  1.9379  -0.2444  -0.1581  0.00
H  -2.0179  0.2364  -0.8274  0.08
H  2.4100  -1.1955  -0.3890  0.08
H  -1.9685  1.9004  -0.2379  0.08
H  2.2283  0.4969  -0.8986  0.08
H  0.1437  1.3042  0.8978  0.12
H  -1.0579  -1.5288  0.6333  0.08
C  0.4366  -0.4250  -0.2012  -0.75
N  -0.2702  0.7742  0.1438  -0.04
H  2.2575  0.0735  0.8333  0.08
H  -2.2464  0.5725  0.9111  0.07
C  -1.7066  0.8697  0.0029  -0.12

=====

Record 2
Computed, not measured: a 8-piece molecular cluster, C16H50N4O9 overall in a non-equilibrium geometry, with ωB97M-V with the def2-TZVPD basis set.

Calculated total energy ... -41778.5814 eV
HOMO level ... -8.6 eV
Net charge ... 0
Relative energy (zero: lowest compared OMol25 entry of this formula, charge and spin) ... 314.3 kcal/mol

Each line ends with the Löwdin charge.
Atoms and positions in Å:
H  -1.7273  -0.9422  5.8468  0.05
C  1.5463  -2.1101  -6.4571  -0.08
H  -3.3919  -0.5088  5.6866  0.09
C  -2.4391  -0.5795  5.2549  -0.04
H  1.0838  -2.0251  -3.8522  -0.01
H  -2.3327  -0.9417  -4.6993  0.11
H  -0.3552  2.3081  -0.8603  -0.09
H  -2.8974  2.5489  3.0922  0.14
H  5.2431  1.9559  0.3158  0.09
H  0.4820  3.8620  0.9012  0.07
H  2.0594  3.5783  0.8504  0.17
H  -2.1194  -2.8384  -5.0577  0.09
H  0.8140  3.5106  -2.9336  0.10
H  4.4412  0.0678  -2.1127  0.08
C  -1.8757  3.0654  2.6995  -0.01
H  -0.2294  1.9922  -3.0986  0.13
N  -0.8984  -1.3775  -2.3796  0.07
H  0.8757  -2.2263  3.4931  0.10
O  -0.5841  2.9952  -1.2670  -0.05
H  -0.6423  -3.2466  -3.3913  0.13
C  -0.8424  2.4468  3.7106  -0.42
O  1.5381  1.6974  -0.4310  -0.06
C  -2.7306  -2.0895  0.8675  -0.41
H  -3.9819  -1.8673  -0.6576  0.03
N  0.4065  2.7918  3.3184  0.03
H  -4.8371  -2.1794  1.7097  0.09
H  4.9006  0.2912  0.7965  0.07
H  2.8960  -0.5066  -1.6789  0.06
H  -1.0798  2.8845  4.6000  0.11
O  1.5234  0.9365  1.5766  -0.01
C  -0.1833  3.0861  -2.6100  -0.13
H  1.6154  -2.6484  -7.3731  0.07
H  1.2371  -1.1323  -6.7742  0.07
H  -0.4230  -0.5961  -2.4361  -0.01
O  -0.9099  -2.2649  2.2592  -0.20
H  0.3269  -0.6203  -4.4415  0.17
H  -2.5130  -1.1764  4.4339  0.04
C  -0.8280  -2.2312  -3.5881  -0.39
H  0.2617  -0.8373  0.7532  0.09
H  2.5386  -2.0050  -5.8887  0.11
H  1.0647  2.6821  4.1114  0.11
N  -3.2036  -2.4318  -0.4800  0.00
H  -2.3589  -2.1637  -1.1746  0.09
H  3.4844  -0.6971  -3.1633  0.02
C  0.3825  -2.6294  2.5806  -0.15
H  1.3167  5.0976  1.2973  0.10
H  -1.7409  2.5761  1.7549  0.06
N  1.3244  4.3321  0.7256  0.35
C  -2.1473  -2.0051  -4.2773  -0.08
H  2.2295  1.5018  -2.0128  0.01
H  1.3372  4.5461  -0.2534  0.13
H  1.2600  -2.3648  2.0068  0.08
O  0.5599  -0.3086  -0.0099  0.11
H  -3.8700  -3.4268  2.2418  0.05
O  0.3383  -2.3817  -5.6894  -0.18
O  2.6968  1.0915  -2.7393  -0.11
H  0.4028  -3.6502  2.7636  0.06
H  -0.6321  -2.9454  0.2981  0.11
H  -3.0206  -2.2658  -3.6071  0.08
O  4.2583  1.5128  2.2035  -0.08
H  -1.9424  3.9933  2.5304  -0.02
C  -3.8160  -2.4789  1.8815  -0.03
C  3.4272  -0.0320  -2.4378  -0.17
H  -2.5636  -0.9518  0.8005  0.16
H  0.8593  2.1401  2.6704  0.03
H  -0.2412  0.6804  4.5219  0.09
H  6.0688  0.9044  1.6390  0.09
H  3.3901  1.2920  2.0997  -0.02
H  -0.7809  3.6971  -3.0981  0.01
C  1.2161  0.7917  0.4077  -0.74
C  0.4241  -1.8023  -4.3761  -0.17
C  5.1225  1.2803  1.1898  -0.21
H  -3.3615  -2.0965  2.7041  0.01
C  -1.4191  -2.8361  1.0144  -0.15
H  -0.7816  0.2838  3.3889  0.02
H  -0.3000  -1.7789  -1.7171  0.04
H  -1.6253  -3.8823  1.2987  0.14
O  -2.2732  0.7487  4.7292  -0.14
C  -1.0535  0.9095  3.9990  -0.14

=====

Record 3
Computed, not measured: one molecule with the formula C7H7N5 in a non-equilibrium geometry, with ωB97M-V with the def2-TZVPD basis set.

Calculated total energy ... -14819.5972 eV
SMILES string ... CCn1nncc1C(C#N)C#N
HOMO level ... -10.3 eV
Net charge ... 0
Relative energy (zero: lowest compared OMol25 entry of this formula, charge and spin) ... 56.1 kcal/mol

Each line ends with the Löwdin charge.
Atoms and positions in Å:
H  -3.0352  0.1558  -1.6287  0.02
N  -0.5540  1.9864  -0.5795  0.04
N  -0.4644  0.7631  -0.0638  -0.12
H  1.0242  -1.1121  2.1436  0.15
C  1.3354  -0.7734  1.1715  -0.14
C  -1.6069  -0.0939  -0.0676  -0.17
N  0.8996  -2.2506  -0.8987  0.21
H  -2.4395  0.4519  0.5401  0.15
C  1.1487  -1.6170  0.0238  -0.23
H  2.4413  2.2058  0.5536  0.13
C  -2.3075  -0.5301  -1.4365  -0.04
H  -1.4071  -0.9782  0.5028  0.09
C  1.4155  1.8195  0.2499  -0.10
N  3.9009  -0.5609  1.4576  0.20
H  -1.6157  -0.5808  -2.2196  0.05
C  2.7851  -0.6335  1.3371  -0.22
N  0.5427  2.6664  -0.3489  0.02
C  0.7288  0.6442  0.5147  -0.16
H  -2.7919  -1.5625  -1.2516  0.11

=====

Record 4
Computed, not measured: C6H9HgO4 as an isolated structure in a non-equilibrium geometry, with ωB97M-V with the def2-TZVPD basis set.

Calculated total energy ... -18730.6998 eV
HOMO level (alpha / beta) ... -8.8 / -9.5 eV
<S²> ... 0.753
Spin multiplicity ... 2
Net charge ... 0
Relative energy (zero: lowest compared OMol25 entry of this formula, charge and spin) ... 0.0 kcal/mol

Each line ends with the Löwdin charge.
Atoms and positions in Å:
H  -0.0946  2.1047  0.8010  0.12
H  -1.9378  0.2968  1.3309  0.11
C  -1.2817  0.3662  0.4561  -0.10
H  -3.5360  -0.7860  -1.4586  0.12
C  -2.8149  -1.2090  -0.7368  -0.28
C  3.2162  0.8510  0.5862  -0.83
Hg  4.9645  -0.1859  1.9955  0.97
H  1.2330  -0.3307  -0.5286  0.13
H  0.6697  1.1885  -1.3771  0.13
O  -2.3915  -2.4939  -1.1780  -0.07
C  0.0429  1.0162  0.6980  -0.16
H  0.4708  0.6362  1.6377  0.12
O  2.2925  1.4151  -0.2344  0.01
O  4.3048  1.4706  0.6588  -0.14
H  -3.1637  -3.0403  -1.3459  0.08
H  -1.0637  -0.1968  -1.5827  0.11
O  2.9731  -0.2553  1.1238  -0.17
C  1.0486  0.7491  -0.4444  -0.18
C  -1.6151  -0.3205  -0.6450  -0.09
H  -3.3169  -1.2760  0.2433  0.12